Density functional theory data (ωB97M-V/def2-TZVPD) for an isolated molecule of C6H6.

XYZ file:
```
12
Properties=species:S:1:pos:R:3
H 0.193 -0.872 -1.304
H 4.037 0.133 0.210
C 1.819 -0.146 0.616
C 2.994 -0.002 0.397
C 0.379 -0.333 0.833
H 0.220 -1.249 1.421
C -2.815 0.578 -0.559
H -3.712 0.022 -0.277
H -0.021 0.494 1.429
H -1.068 0.492 -1.570
C -0.375 -0.461 -0.474
C -1.660 -0.024 -0.709
```

Calculated values
Total charge = 0
HOMO level (spin up / spin down) = -8.0 / -8.0 eV
E_LUMO (spin up / spin down) = -0.001 / -0.001 Eh
2S+1 = 1
Total energy = -6311.803 eV
F_max = 0.010 Eh/bohr

Density functional theory data (ωB97M-V/def2-TZVPD) for an isolated molecule of C6H6.

XYZ file:
```
12
Properties=species:S:1:pos:R:3
H 3.734 0.205 0.199
C -0.629 0.496 -0.064
H 1.581 1.407 0.064
C -1.972 0.087 0.001
C -3.113 -0.278 -0.009
C 1.690 0.341 0.039
C 0.487 -0.307 0.000
C 2.862 -0.306 -0.020
H -0.417 1.566 -0.051
H 2.793 -1.368 -0.164
H 0.455 -1.398 0.060
H -4.091 -0.618 0.216
```

Calculated values
Total charge = 0
HOMO level = -8.3 eV
E_LUMO = 0.004 Eh
SMILES string = C#C/C=C/C=C
2S+1 = 1
Total energy = -6315.741 eV
F_max = 0.088 Eh/bohr

Density functional theory data (ωB97M-V/def2-TZVPD) for an isolated molecule of C6H6.

XYZ file:
```
12
Properties=species:S:1:pos:R:3
C -1.074 -0.440 -2.840
C -0.003 -1.348 -1.034
H 0.967 1.394 0.195
C 0.633 -0.617 -0.312
H -0.991 0.522 -3.282
C -0.862 -1.410 -2.145
C 0.947 0.403 0.676
H -0.335 -0.707 2.000
C -0.173 0.338 1.723
H 0.070 0.918 2.614
H -1.114 0.708 1.299
H 1.936 0.239 1.107
```

Calculated values
Total charge = 0
HOMO level = -8.9 eV
E_LUMO = 0.020 Eh
SMILES string = C#CC#CCC
2S+1 = 1
Total energy = -6313.618 eV
F_max = 0.023 Eh/bohr

Density functional theory data (ωB97M-V/def2-TZVPD) for an isolated molecule of C6H6.

XYZ file:
```
12
Properties=species:S:1:pos:R:3
H 0.913 2.287 2.144
C -1.274 -0.795 -0.603
C -0.313 0.077 0.106
C -0.822 -1.093 -2.773
H -2.081 -0.171 -1.025
H 2.118 0.985 2.073
C -0.616 -1.723 -1.648
H 2.054 2.203 0.785
H -1.754 -1.478 0.095
C 1.451 1.612 1.477
C 0.477 0.764 0.719
H -0.154 -2.670 -1.349
```

Calculated values
Total charge = 0
HOMO level = -9.7 eV
E_LUMO = -0.002 Eh
2S+1 = 1
Total energy = -6313.470 eV
F_max = 0.025 Eh/bohr

Density functional theory data (ωB97M-V/def2-TZVPD) for a cluster of 2 separate species, C6H6 in total.

XYZ file:
```
12
Properties=species:S:1:pos:R:3
H 0.614 -1.560 -0.437
C -1.014 1.429 -0.782
H -1.214 1.603 -1.826
H 4.127 -0.147 -0.114
C 3.056 -0.063 0.082
C -0.329 0.353 0.036
C -0.891 1.513 0.500
H -1.255 -1.354 -0.650
C 1.976 0.508 0.131
H -1.136 2.107 1.282
H -0.521 -1.463 0.922
C -0.399 -1.081 -0.029
```

Calculated values
Total charge = 0
HOMO level (spin up / spin down) = -5.6 / -10.0 eV
E_LUMO (spin up / spin down) = 0.042 / -0.096 Eh
⟨S²⟩ = 2.0233
2S+1 = 3
Total energy = -6307.805 eV
F_max = 0.059 Eh/bohr

Density functional theory data (ωB97M-V/def2-TZVPD) for a structure of composition C6H6BaLiO2.

XYZ file:
```
16
Properties=species:S:1:pos:R:3
H -0.510 2.474 0.931
C -1.224 0.877 -0.321
H 0.896 -2.555 -1.284
H -1.130 2.934 -0.785
H -0.064 -2.723 0.329
C -0.700 -0.133 1.856
C -0.847 2.160 -0.063
Li 3.869 -0.765 -0.038
O -0.311 -0.003 2.906
C 1.242 -1.403 -0.668
H -1.601 0.635 -1.319
O 1.960 -0.355 -0.673
C 0.060 -1.834 -0.287
C -1.124 -0.327 0.528
H -2.075 -0.881 0.561
Ba 1.558 1.898 -1.672
```

Calculated values
Total charge = +3
HOMO level = -19.7 eV
E_LUMO = -0.426 Eh
2S+1 = 1
Total energy = -11280.017 eV
F_max = 0.074 Eh/bohr

Density functional theory data (ωB97M-V/def2-TZVPD) for a structure of composition C6H6BiO5.

XYZ file:
```
18
Properties=species:S:1:pos:R:3
H -0.986 -1.192 -5.274
C 2.298 -0.107 -0.055
C -0.031 -0.663 -5.159
H 0.871 -1.282 -5.254
O 3.446 -0.165 0.037
C -2.315 0.114 -0.091
Bi 0.004 0.034 -1.010
O -0.047 -0.112 2.592
H 0.988 1.202 -5.148
C 0.032 0.664 -5.103
O 0.158 3.408 0.398
H 0.523 -0.909 2.580
H 0.548 0.664 2.650
O -0.166 -3.418 0.107
O -3.459 0.166 -0.034
C -0.117 -2.294 -0.028
H -0.868 1.291 -5.169
C 0.101 2.275 0.167
```

Calculated values
Total charge = +3
HOMO level (spin up / spin down) = -20.2 / -22.3 eV
E_LUMO (spin up / spin down) = -0.579 / -0.528 Eh
2S+1 = 1
Total energy = -22357.081 eV
F_max = 0.125 Eh/bohr

Density functional theory data (ωB97M-V/def2-TZVPD) for an isolated molecule of C6H6BrF.

XYZ file:
```
14
Properties=species:S:1:pos:R:3
C -1.013 0.059 -0.097
H 1.445 -1.711 0.345
C 1.283 -0.774 -0.124
C -1.536 1.202 0.183
F -2.006 2.353 -0.262
H -0.332 -1.631 -1.243
H -1.247 0.259 2.068
Br 3.955 -0.008 0.518
C 2.206 0.169 -0.326
C -1.818 0.166 1.176
H 0.069 -0.203 -1.818
H 1.892 1.105 -0.825
H -2.824 -0.308 1.309
C -0.075 -0.678 -0.905
```

Calculated values
Total charge = 0
HOMO level (spin up / spin down) = -5.8 / -9.1 eV
E_LUMO (spin up / spin down) = 0.024 / -0.093 Eh
⟨S²⟩ = 2.0087
2S+1 = 3
Total energy = -79070.947 eV
F_max = 0.179 Eh/bohr

Density functional theory data (ωB97M-V/def2-TZVPD) for a structure of composition C6H6CaO5S.

XYZ file:
```
19
Properties=species:S:1:pos:R:3
C 3.142 -0.323 -1.864
O -1.715 3.363 -0.175
H 0.651 0.142 5.586
C -1.564 -2.227 0.659
O -1.100 -0.524 -3.164
C -0.811 -0.363 -2.071
S 1.411 0.789 3.525
H 0.746 -1.242 4.488
H -0.565 -0.098 4.288
O 0.995 0.259 2.113
O 4.289 -0.381 -2.067
H 3.674 0.194 2.779
H 3.624 0.205 4.591
Ca -1.016 0.079 0.884
H 2.839 -1.108 3.662
C -1.316 2.295 -0.034
C 0.460 -0.220 4.599
C 3.093 -0.070 3.648
O -2.083 -3.252 0.769
```

Calculated values
Total charge = +2
HOMO level = -17.2 eV
E_LUMO = -0.312 Eh
2S+1 = 1
Total energy = -45813.706 eV
F_max = 0.128 Eh/bohr

Density functional theory data (ωB97M-V/def2-TZVPD) for a structure of composition C6H6Cl2LuN2O3Tl.

XYZ file:
```
21
Properties=species:S:1:pos:R:3
O -0.710 -0.884 -7.014
Cl -1.784 0.282 -2.974
H 0.547 2.467 4.214
H -1.810 -0.301 3.928
Tl 0.435 1.271 -1.337
O -0.167 -2.208 0.119
H 0.782 1.073 5.316
H -0.505 -1.479 3.618
H -0.496 -0.509 5.126
Cl 1.535 -2.076 -3.076
C 0.628 1.241 -5.826
N -0.013 1.029 1.016
Lu 0.499 -0.080 -3.773
C -0.330 -1.380 -0.648
N 0.060 0.557 3.442
H 1.937 1.386 3.982
C 0.881 1.423 4.287
C 0.005 0.769 2.163
C -0.737 -0.500 4.061
O 0.682 2.021 -6.699
C -0.243 -0.482 -6.017
```

Calculated values
Total charge = +4
HOMO level (spin up / spin down) = -24.7 / -25.0 eV
E_LUMO (spin up / spin down) = -0.746 / -0.650 Eh
2S+1 = 1
Total energy = -78748.791 eV
F_max = 0.180 Eh/bohr

Density functional theory data (ωB97M-V/def2-TZVPD) for a structure of composition C6H6Cl2LuN2O3Tl.

XYZ file:
```
21
Properties=species:S:1:pos:R:3
N 0.964 -1.711 4.047
H 0.829 -3.808 4.164
N 0.944 -1.284 1.651
C 0.961 -1.502 2.771
H -0.622 -0.545 4.891
Lu -0.357 1.954 -7.427
C -0.552 0.789 1.641
H 0.527 -1.123 6.102
C 0.440 -0.739 5.077
O -3.333 3.008 -7.819
C 1.455 -3.014 4.586
H 1.395 -3.068 5.679
O 0.240 3.260 -10.310
O -0.888 1.203 2.697
H 1.010 0.196 5.025
C -0.023 2.793 -9.270
Cl -2.118 -1.131 -0.314
Cl 1.850 1.324 -7.212
H 2.500 -3.139 4.280
C -2.239 2.641 -7.732
Tl 0.030 0.000 -0.165
```

Calculated values
Total charge = +4
HOMO level (spin up / spin down) = -20.4 / -20.4 eV
E_LUMO (spin up / spin down) = -0.613 / -0.613 Eh
2S+1 = 1
Total energy = -78748.667 eV
F_max = 0.272 Eh/bohr

Density functional theory data (ωB97M-V/def2-TZVPD) for an isolated molecule of C6H6Cl2N2.

XYZ file:
```
16
Properties=species:S:1:pos:R:3
H 0.434 1.259 -0.514
H -1.284 -0.394 -1.289
C 0.709 0.333 1.364
H -2.371 1.240 0.447
N 3.545 1.340 -0.383
H 1.324 -0.222 -2.015
N 1.037 0.378 2.449
Cl 2.146 -1.946 -0.498
Cl -3.560 -0.708 -0.209
C 0.313 0.311 -0.003
C -2.241 0.092 0.571
C -1.026 -0.453 -0.191
H -1.022 -1.423 0.279
H -2.295 -0.206 1.648
C 2.662 0.681 -0.670
C 1.629 -0.281 -0.985
```

Calculated values
Total charge = 0
HOMO level = -11.1 eV
E_LUMO = 0.010 Eh
SMILES string = N#C[C@@H](Cl)[C@H](C#N)CCCl
2S+1 = 1
Total energy = -34342.460 eV
F_max = 0.067 Eh/bohr

Density functional theory data (ωB97M-V/def2-TZVPD) for an isolated molecule of C6H6ClF2N.

XYZ file:
```
16
Properties=species:S:1:pos:R:3
C 1.943 0.419 0.473
F -2.243 -1.195 0.384
H -0.227 1.817 -1.903
C 0.719 0.347 1.113
H 0.540 1.104 1.836
H -0.505 0.116 -2.563
H 0.713 -1.880 1.326
Cl -1.816 1.669 0.130
F -0.607 -1.953 -0.864
N 2.957 0.488 -0.087
C -0.973 -0.974 0.123
C -0.737 0.467 -0.463
C -0.051 -1.014 1.307
H -0.555 -0.840 2.379
H 0.966 0.659 -1.446
C -0.125 0.770 -1.744
```

Calculated values
Total charge = 0
HOMO level = -9.2 eV
E_LUMO = -0.014 Eh
2S+1 = 1
Total energy = -25763.894 eV
F_max = 0.078 Eh/bohr

Density functional theory data (ωB97M-V/def2-TZVPD) for a structure of composition C6H6ClNO.

XYZ file:
```
15
Properties=species:S:1:pos:R:3
C 0.474 -0.453 -0.172
H 2.604 0.672 0.717
C -0.358 1.629 -0.064
C -0.848 -0.922 -0.157
N 0.759 0.910 -0.301
C -1.655 1.187 0.148
H -0.105 2.775 -0.399
C 1.813 -1.211 0.078
O 2.936 -0.338 -0.006
C -1.973 -0.143 0.019
H -2.262 2.187 0.343
H -1.200 -1.916 -0.588
H 1.836 -2.008 -0.750
H 1.724 -1.767 1.158
Cl -3.744 -0.602 -0.025
```

Calculated values
Total charge = 0
HOMO level = -9.7 eV
E_LUMO = 0.011 Eh
2S+1 = 1
Total energy = -22375.454 eV
F_max = 0.116 Eh/bohr

Density functional theory data (ωB97M-V/def2-TZVPD) for an isolated molecule of C6H6ClNO3.

XYZ file:
```
17
Properties=species:S:1:pos:R:3
C -0.098 -1.118 1.400
C 0.501 -1.476 0.301
H 1.417 1.131 -1.781
C 0.266 2.612 0.262
C 0.829 0.635 -1.022
O 0.541 3.681 -0.165
O 0.005 -0.926 3.632
C 1.149 -0.609 -0.676
Cl 0.618 2.197 1.940
H 0.555 -2.538 0.064
H -2.182 -0.469 3.518
O -1.958 -0.589 2.577
H -0.874 1.856 -1.341
H 1.966 -1.085 -1.204
H -0.965 0.847 0.145
N -0.572 -0.914 2.546
C -0.316 1.448 -0.493
```

Calculated values
Total charge = 0
HOMO level = -9.2 eV
E_LUMO = -0.002 Eh
SMILES string = O=C(Cl)C/C=C\C=C=[N+]([O-])O
2S+1 = 1
Total energy = -26468.867 eV
F_max = 0.020 Eh/bohr

Density functional theory data (ωB97M-V/def2-TZVPD) for a structure of composition C6H6CuLiO6.

XYZ file:
```
20
Properties=species:S:1:pos:R:3
O -1.066 -0.853 -1.742
C -0.537 -2.663 0.561
H -1.820 -0.624 -1.187
H 1.139 0.511 -2.271
H 0.389 4.118 1.172
C 0.551 3.349 0.413
H 1.498 3.377 -0.131
O 1.165 -0.014 1.053
C 0.541 0.263 -0.118
Li -1.918 -3.501 2.139
C 1.253 -0.153 -1.412
H -0.809 0.933 -0.216
C -0.208 2.095 0.426
O -1.213 -1.844 1.260
C 0.063 -0.925 -0.953
Cu -0.319 -0.352 2.382
O -0.601 3.080 -0.410
H 2.204 -0.677 -1.306
O -0.559 -3.890 0.776
O 0.246 -2.229 -0.437
```

Calculated values
Total charge = 0
HOMO level = -6.5 eV
E_LUMO = -0.046 Eh
2S+1 = 1
Total energy = -63441.604 eV
F_max = 0.096 Eh/bohr

Density functional theory data (ωB97M-V/def2-TZVPD) for an isolated molecule of C6H6F2O3S.

XYZ file:
```
18
Properties=species:S:1:pos:R:3
C -0.399 -1.155 -2.128
O 1.393 -1.200 -0.743
C -2.061 0.214 -0.675
H -1.682 1.159 -0.129
H 1.755 -2.018 -2.538
C 1.174 1.703 1.880
C -0.736 -0.503 -0.920
F 0.568 2.184 0.716
S 0.660 -0.082 1.941
C 0.348 -0.637 -0.162
C 0.903 -1.571 -1.965
H -2.701 -0.413 -0.170
H -1.077 -1.467 -2.827
H 0.704 2.325 2.582
H -2.344 0.523 -1.690
F 2.485 1.884 1.696
O 1.674 -0.861 2.604
O -0.664 -0.084 2.527
```

Calculated values
Total charge = 0
HOMO level = -9.4 eV
E_LUMO = 0.003 Eh
SMILES string = Cc1ccoc1S(=O)(=O)C(F)F
2S+1 = 1
Total energy = -28727.949 eV
F_max = 0.100 Eh/bohr

Density functional theory data (ωB97M-V/def2-TZVPD) for a structure of composition C6H6F6IN4O7PS2.

XYZ file:
```
33
Properties=species:S:1:pos:R:3
O 2.032 0.197 0.748
H -0.385 -0.109 1.233
I -6.858 -2.327 0.339
C -4.185 -0.878 -1.695
N -1.343 -0.411 0.910
N 3.972 1.867 0.332
C -3.270 -0.713 -3.069
O -4.232 -4.021 1.581
F 5.149 3.722 2.249
F 6.450 3.387 0.534
H -4.617 -1.984 -1.740
S 2.964 0.775 -0.223
F 7.017 2.615 2.498
H -5.054 -0.068 -1.647
P -4.788 -2.333 1.644
H -3.614 -4.125 2.369
C 1.939 1.906 -1.221
C 5.955 2.788 1.659
N -3.460 -1.408 0.934
F 2.664 2.557 -2.180
O -2.422 -1.881 -3.446
F 1.359 2.887 -0.466
F 0.921 1.275 -1.875
H -2.091 -1.505 2.979
H -2.840 -2.683 -2.996
O 3.507 -0.179 -1.193
O 6.076 0.383 0.654
O -3.283 0.382 -3.836
S 5.068 1.238 1.289
C -3.173 -0.806 -0.413
N -1.787 -0.154 -0.402
O 4.599 0.766 2.594
C -2.268 -1.160 1.855
```

Calculated values
Total charge = 0
HOMO level = -8.8 eV
E_LUMO = -0.116 Eh
2S+1 = 1
Total energy = -81968.737 eV
F_max = 0.182 Eh/bohr

Density functional theory data (ωB97M-V/def2-TZVPD) for a structure of composition C6H6FLiO6Tl.

XYZ file:
```
21
Properties=species:S:1:pos:R:3
H 0.710 -0.786 1.406
O 1.352 -0.412 -1.329
C -2.303 0.595 -0.774
O 1.597 1.791 -1.260
C -2.403 0.432 1.475
F 2.819 -2.099 -1.025
H -2.230 1.411 1.943
H -3.070 -0.167 2.105
Tl 2.005 3.685 -1.033
O 2.257 0.481 0.446
O -1.174 0.036 -0.388
C 1.688 -1.527 -0.501
H 0.893 -2.276 -0.557
C -1.148 -0.280 1.061
C 1.876 -0.870 0.855
C 1.772 0.707 -0.728
Li -0.511 0.181 -2.431
O -3.132 0.761 0.214
O -2.367 1.009 -1.922
H 2.711 -1.307 1.409
H -1.343 -1.367 1.033
```

Calculated values
Total charge = +2
HOMO level (spin up / spin down) = -17.8 / -17.8 eV
E_LUMO (spin up / spin down) = -0.266 / -0.355 Eh
⟨S²⟩ = 0.7536
2S+1 = 2
Total energy = -26201.783 eV
F_max = 0.150 Eh/bohr

Density functional theory data (ωB97M-V/def2-TZVPD) for an isolated molecule of C6H6I2O2.

XYZ file:
```
16
Properties=species:S:1:pos:R:3
H -3.167 -1.202 -0.886
O -0.082 1.541 2.505
H 0.528 2.019 0.661
H 0.169 1.117 3.392
C 1.823 -0.374 -0.090
C 0.593 1.217 1.398
H 1.750 -0.883 -2.127
H -0.381 0.361 -2.323
H 1.032 -0.806 1.880
C 1.139 0.018 1.166
I -1.210 -2.656 0.354
C -0.201 -0.419 -1.554
O -2.482 -0.907 -1.585
I 4.015 -0.686 -0.071
C 1.195 -0.559 -1.267
C -1.236 -1.016 -0.985
```

Calculated values
Total charge = 0
HOMO level = -8.6 eV
E_LUMO = 0.005 Eh
SMILES string = O/C=C/C(I)=C\C=C(\O)I
2S+1 = 1
Total energy = -26612.828 eV
F_max = 0.052 Eh/bohr